Entry from the OMol25 dataset: a structure of composition C23H34NOW at a distorted geometry (ωB97M-V/def2-TZVPD).

Geometry (Å):
W: -0.10 -0.04 -0.56
O: 1.07 1.23 3.44
N: 2.88 1.64 2.10
C: -0.86 -1.07 2.59
C: 2.21 -1.02 -1.04
C: 0.33 2.75 -2.40
C: 1.95 -2.32 -1.51
C: 0.87 -2.58 -2.50
C: -2.02 -1.89 2.34
C: -0.04 -2.17 0.81
C: 2.24 1.73 3.28
C: -0.19 -0.82 1.45
C: -0.55 1.86 -1.59
C: -2.25 -2.67 1.13
C: 2.39 -3.49 -0.62
C: 2.96 2.48 4.35
C: -0.76 1.97 -0.17
C: -3.42 -0.52 -1.11
C: -0.13 2.96 0.75
C: -1.17 -2.79 0.29
C: -1.81 1.07 0.20
C: -1.54 0.37 -3.50
C: 1.77 0.14 -1.79
C: -2.56 1.17 1.48
C: -1.40 0.81 -2.08
C: -2.19 0.32 -0.98
H: -3.21 -3.26 0.89
H: 2.28 1.08 -1.60
H: 0.80 -2.76 0.40
H: -4.29 0.12 -1.30
H: 0.84 3.29 0.37
H: -1.19 -3.36 -0.66
H: 3.81 2.07 1.99
H: -2.06 -0.59 -3.58
H: 1.70 -4.34 -0.54
H: 1.46 -2.52 -3.42
H: 0.38 -3.57 -2.41
H: 3.28 -3.79 -1.15
H: -3.33 -1.23 -1.94
H: -1.89 1.20 2.34
H: 2.49 2.30 5.31
H: 4.01 2.18 4.39
H: 2.50 1.12 1.33
H: 2.83 -0.83 -0.14
H: 1.21 3.05 -1.82
H: -0.61 -0.62 3.54
H: -3.62 -1.09 -0.20
H: -3.15 2.10 1.48
H: 2.92 3.56 4.14
H: 0.68 2.23 -3.30
H: -3.26 0.34 1.62
H: -2.11 1.11 -4.08
H: -0.19 3.66 -2.71
H: -2.86 -1.96 3.04
H: -0.77 3.84 0.89
H: 0.04 2.51 1.74
H: -0.56 0.26 -3.98
H: 0.00 -1.90 -2.58
H: 2.63 -3.26 0.44
H: 1.58 -0.07 -2.84

Results
LUMO level (spin up / spin down) = -4.296 / -4.382 eV
Strongest force on any atom = 7.76 eV/A
Calculated total energy = -29753.4142 eV
Frontier orbital gap (spin up / spin down) = 0.211 / 0.227 Ha
Net charge = +1
Expectation value of S² = 2.056
2S+1 = 3
Energy above the lowest of the compared OMol25 structures with the same formula, charge and spin = 0.130 eV

Löwdin population analysis, charges in e, atoms 1 to 6: 1.5458, -0.0437, 0.1634, -0.1094, -0.2192, -0.0234

Entry from the OMol25 dataset: a structure of composition C3H17CrO6 at a distorted geometry (ωB97M-V/def2-TZVPD).

Geometry (Å):
Cr: -0.08 0.01 -0.96
O: 1.45 -1.26 -0.80
O: 0.40 -3.79 -1.66
O: -1.78 1.25 -1.02
O: -1.27 -1.63 0.04
O: -0.75 -1.00 -2.62
O: 1.10 1.03 0.20
C: 0.32 3.07 1.22
C: 0.30 1.61 1.24
C: 0.70 1.01 2.45
H: -0.18 3.48 0.30
H: -0.68 -2.25 0.53
H: -1.44 2.14 -1.30
H: 1.66 1.35 2.72
H: -0.38 3.47 1.99
H: 1.28 3.52 1.48
H: 0.62 -0.09 2.29
H: 0.58 -4.61 -2.18
H: 0.73 -4.05 -0.71
H: -0.02 -1.37 -3.01
H: -2.21 -1.86 0.19
H: 1.62 -0.85 0.11
H: -2.54 0.99 -1.67
H: 2.32 -1.05 -1.23
H: -0.97 -1.79 -1.95
H: -0.74 1.31 1.12
H: -0.05 1.33 3.22

Results
LUMO level (spin up / spin down) = -10.907 / -8.250 eV
Strongest force on any atom = 5.19 eV/A
Calculated total energy = -44075.8631 eV
Frontier orbital gap (spin up / spin down) = 0.272 / 0.377 Ha
Net charge = +2
Expectation value of S² = 4.182
2S+1 = 4

Löwdin population analysis, charges in e, atoms 1 to 6: 1.0851, -0.0838, -0.0992, -0.0725, -0.0385, -0.0333

Entry from the OMol25 dataset: a cluster of 2 separate species, CH4N2S2 in total at a distorted geometry (ωB97M-V/def2-TZVPD).

Geometry (Å):
S: -1.15 1.68 1.87
S: 2.11 -2.36 -1.85
N: 1.32 -0.14 -0.48
N: -1.40 0.52 0.52
C: 1.83 -1.15 -0.89
H: -0.54 -0.01 0.37
H: -1.13 0.98 -0.45
H: 1.20 0.52 0.28
H: -2.23 -0.05 0.63

Results
SMILES = [NH3+][S-].N=C=S
LUMO level = -0.203 eV
Strongest force on any atom = 4.13 eV/A
Calculated total energy = -25750.2328 eV
Frontier orbital gap = 0.289 Ha
2S+1 = 1
Energy above the lowest of the compared OMol25 structures with the same formula, charge and spin = 2.257 eV

Löwdin population analysis, charges in e, atoms 1 to 6: 0.1882, 0.7046, 0.0989, -0.4099, -0.8547, -0.0121

Entry from the OMol25 dataset: the molecule C26H28N4O4 at a distorted geometry (ωB97M-V/def2-TZVPD).

Geometry (Å):
O: -3.52 1.22 1.92
O: 1.82 0.98 -0.29
O: 1.44 0.72 2.98
O: -2.20 2.48 -1.14
N: 1.34 -3.50 -1.84
N: 3.68 -0.23 0.18
N: 0.30 -0.43 1.42
N: -1.42 1.87 1.38
C: 0.76 -3.40 0.86
C: -1.94 -1.37 1.38
C: -4.35 1.94 -0.87
C: -3.20 -1.46 -0.67
C: 4.12 2.57 -1.79
C: 4.39 1.07 -1.84
C: -2.84 2.67 -2.31
C: 1.56 -1.03 1.01
C: -2.13 -0.86 -1.33
C: -0.98 -0.51 -0.65
C: -0.82 1.41 2.61
C: 1.58 -2.41 -1.13
C: -4.16 2.35 -2.20
C: 0.81 -4.54 -1.23
C: 0.40 0.54 2.37
C: 5.01 3.05 -0.65
C: 1.31 -2.30 0.23
C: -2.73 1.67 1.11
C: -3.09 -1.71 0.69
C: 4.69 0.66 -0.38
C: -4.45 -1.82 -1.41
C: 4.80 1.97 0.41
C: -3.13 2.03 -0.26
C: 2.36 0.03 0.22
C: -0.89 -0.76 0.71
C: 0.50 -4.54 0.13
H: -5.33 -1.53 -0.83
H: -1.86 -1.58 2.44
H: 3.86 2.15 0.93
H: -4.50 -2.90 -1.57
H: -0.49 2.26 3.22
H: -4.49 -1.33 -2.38
H: 2.02 -1.59 -1.69
H: -0.80 2.19 0.65
H: 0.06 -5.42 0.59
H: 3.08 2.74 -1.54
H: 5.61 1.94 1.15
H: 0.62 -5.40 -1.85
H: -3.91 -2.17 1.21
H: -0.17 -0.02 -1.16
H: -1.60 0.87 3.15
H: 3.54 0.52 -2.24
H: -2.20 -0.66 -2.39
H: 4.02 -1.02 0.71
H: -2.25 3.03 -3.13
H: 0.53 -3.36 1.92
H: -5.26 1.61 -0.41
H: -4.90 2.41 -2.98
H: 2.11 -1.27 1.93
H: 5.26 0.86 -2.46
H: 5.63 0.10 -0.34
H: 4.34 3.06 -2.74
H: 4.74 4.04 -0.29
H: 6.05 3.07 -0.97

Results
SMILES = Cc1ccc(N(C(=O)CNC(=O)c2ccco2)[C@H](C(=O)NC2CCCC2)c2cccnc2)cc1
LUMO level = 0.657 eV
Strongest force on any atom = 1.33 eV/A
Calculated total energy = -41568.1970 eV
Frontier orbital gap = 0.337 Ha
2S+1 = 1
Energy above the lowest of the compared OMol25 structures with the same formula, charge and spin = 1.754 eV

Löwdin population analysis, charges in e, atoms 1 to 6: 0.0770, 0.0882, 0.0784, 0.0438, 0.0754, 0.1213

Entry from the OMol25 dataset: a cluster of 13 separate species, C38H71ClN2O25 in total at a distorted geometry (ωB97M-V/def2-TZVPD).

Geometry (Å):
Cl: 0.27 -3.09 -2.29
O: -2.58 -2.50 -0.22
O: -2.10 -3.92 2.38
O: 5.98 1.68 -1.15
O: -3.26 2.10 2.87
O: 2.71 5.20 -3.50
O: 2.49 -3.95 -4.50
O: 2.99 0.74 -6.79
O: -1.06 -6.06 0.50
O: 1.70 1.57 -9.27
O: 2.37 -1.32 -4.82
O: 6.15 2.17 -3.70
O: 0.82 -1.14 4.48
O: -3.84 0.18 -1.45
O: 6.70 -3.79 -2.63
O: -2.33 3.82 -5.79
O: 2.67 5.00 -0.48
O: -2.90 1.75 -3.78
O: -2.88 4.01 4.89
O: -3.28 -0.11 4.46
O: 6.42 -0.90 -2.58
O: 2.00 -2.48 0.28
O: -6.09 -0.84 5.46
O: -5.01 0.34 1.08
O: -0.19 3.10 4.27
O: 3.89 -1.17 2.03
N: -0.23 0.16 1.19
N: 1.08 0.59 -0.60
C: 3.42 4.42 -2.78
C: -3.37 3.16 -3.64
C: -3.86 2.40 1.61
C: 0.21 -2.63 6.03
C: -3.63 -1.11 -2.12
C: 1.52 1.43 0.40
C: 2.03 -1.43 5.28
C: -2.16 3.23 5.78
C: 1.57 0.63 -1.99
C: 1.62 -2.34 6.48
C: 3.46 -3.31 -4.06
C: -5.61 -0.92 4.15
C: -0.90 -6.00 1.96
C: 4.62 -3.91 -3.50
C: 4.19 -1.34 0.64
C: 0.85 1.66 -2.86
C: 1.63 0.54 -7.10
C: -1.18 -0.48 2.12
C: -4.05 -1.13 3.93
C: 3.37 -2.58 0.10
C: 4.24 3.67 -3.64
C: -5.19 1.65 1.40
C: 4.27 3.36 -0.68
C: -0.30 -1.39 5.26
C: -0.63 3.31 5.64
C: -2.37 4.04 -4.39
C: 3.40 -1.78 -4.30
C: 5.27 2.86 -3.05
C: 0.07 -0.16 -0.12
C: 4.58 -0.95 -3.80
C: -3.67 -2.36 -1.16
C: 1.04 1.64 -8.04
C: 3.42 4.24 -1.27
C: 5.65 -3.15 -3.09
C: -0.89 -4.58 2.42
C: 5.56 -1.65 -3.24
C: 0.80 1.09 1.56
C: 5.20 2.58 -1.49
H: -0.36 -0.53 5.93
H: -0.53 -4.63 3.45
H: -4.37 3.32 -4.04
H: -5.70 2.13 0.57
H: -2.37 2.19 5.54
H: -2.77 1.58 -4.71
H: -2.71 -1.35 -2.65
H: 2.95 -1.29 2.14
H: -6.14 -1.77 3.73
H: -0.53 -0.85 -0.70
H: -0.13 1.37 -3.24
H: 3.74 -3.44 0.66
H: -3.13 2.39 0.79
H: -3.28 0.83 -1.88
H: -5.90 0.04 3.73
H: -1.82 -2.76 -0.76
H: -3.77 -3.24 -1.80
H: -3.39 0.55 3.78
H: -1.46 0.28 2.85
H: -0.35 3.99 3.97
H: 1.46 -2.79 -0.44
H: -0.17 -3.99 1.85
H: -3.20 4.79 5.34
H: -2.24 -3.60 1.48
H: 5.27 -1.43 0.61
H: -5.80 1.71 2.30
H: -4.06 3.47 1.62
H: 1.06 0.43 -6.18
H: -0.79 -1.36 2.64
H: -4.37 -1.19 -2.91
H: -2.60 5.07 -4.15
H: -3.65 -2.10 4.22
H: 2.09 -3.32 6.48
H: -0.07 -6.62 2.29
H: 3.21 0.12 -6.09
H: 2.61 0.91 -1.89
H: -3.76 -1.08 2.88
H: -2.99 2.86 3.39
H: 0.79 1.59 2.52
H: -3.46 3.44 -2.58
H: -0.21 -6.10 0.07
H: 2.33 2.30 -9.24
H: -5.62 -0.28 6.08
H: -2.43 3.45 6.82
H: 0.13 -3.56 5.47
H: -1.29 -1.41 4.80
H: 4.28 3.20 0.39
H: -2.11 -0.68 1.57
H: -1.78 -6.45 2.42
H: 1.48 -0.40 -2.35
H: -0.17 2.55 6.27
H: -4.55 -2.33 -0.52
H: 1.31 2.00 -3.79
H: 2.66 -0.62 5.66
H: 4.77 -4.98 -3.52
H: 1.56 -1.85 7.45
H: 3.66 -2.63 -0.95
H: 4.14 3.65 -4.71
H: -0.52 -2.82 6.82
H: 3.85 -0.49 0.05
H: 2.60 -2.04 4.58
H: -2.02 2.92 -5.98
H: 2.28 2.17 0.22
H: 4.34 0.10 -3.71
H: -0.31 4.29 6.00
H: 0.72 2.61 -2.32
H: 1.25 2.65 -7.69
H: -0.04 1.48 -8.10
H: 1.69 -0.46 -7.54
H: -4.64 0.29 0.19
H: -1.37 3.88 -3.99

Results
LUMO level = 4.857 eV
Strongest force on any atom = 7.88 eV/A
Calculated total energy = -107231.6075 eV
Frontier orbital gap = 0.032 Ha
Net charge = -4
2S+1 = 1

Löwdin population analysis, charges in e, atoms 1 to 6: -0.2031, -0.1185, -0.0561, -0.0012, -0.0874, -0.1463

Entry from the OMol25 dataset: the ion C3HClFO2 with charge -1 at a distorted geometry (ωB97M-V/def2-TZVPD).

Geometry (Å):
Cl: 0.94 -0.53 -1.74
F: 1.91 1.50 -0.18
O: -1.76 -1.28 -0.99
O: -1.64 -0.94 1.21
C: 0.84 0.91 0.42
C: 0.22 -0.06 -0.21
C: -1.28 -0.86 0.06
H: 0.77 1.27 1.43

Results
SMILES = O=C([O-])/C(Cl)=C/F
LUMO level = 3.827 eV
Strongest force on any atom = 2.25 eV/A
Calculated total energy = -22462.8697 eV
Frontier orbital gap = 0.316 Ha
Net charge = -1
2S+1 = 1
Energy above the lowest of the compared OMol25 structures with the same formula, charge and spin = 0.478 eV

Löwdin population analysis, charges in e, atoms 1 to 6: 0.6058, -0.0876, -0.0760, -0.0350, -0.2356, -0.5079

Entry from the OMol25 dataset: a cluster of 2 separate species, C5H14 in total at a distorted geometry (ωB97M-V/def2-TZVPD).

Geometry (Å):
C: -1.17 0.00 1.18
C: 0.16 1.86 2.29
C: -0.74 1.49 1.11
C: 0.76 -2.22 -2.07
C: 0.75 -0.69 -2.27
H: 0.03 -2.68 -2.73
H: 0.47 2.90 2.26
H: 0.45 -2.45 -1.05
H: 1.73 -2.67 -2.28
H: 0.88 -0.20 -1.30
H: -2.19 -0.18 0.85
H: 1.66 -0.39 -2.78
H: -1.03 -0.40 2.18
H: -0.33 1.67 3.25
H: -0.17 -0.42 -2.75
H: -0.17 1.61 0.20
H: -0.50 -0.58 0.53
H: 1.03 1.20 2.29
H: -1.62 2.14 1.09

Results
SMILES = CCC.CC
LUMO level = 1.158 eV
Strongest force on any atom = 1.44 eV/A
Calculated total energy = -5411.7422 eV
Frontier orbital gap = 0.464 Ha
2S+1 = 1
Energy above the lowest of the compared OMol25 structures with the same formula, charge and spin = 0.307 eV

Löwdin population analysis, charges in e, atoms 1 to 6: -0.1120, -0.1343, -0.3066, -0.1614, -0.1587, 0.0577

Entry from the OMol25 dataset: a structure of composition C20H46InO2P4 at a distorted geometry (ωB97M-V/def2-TZVPD).

Geometry (Å):
In: -0.43 -0.49 1.83
P: 2.25 -1.40 -3.79
P: -1.82 1.72 -1.23
P: -2.85 1.34 3.77
P: 1.07 1.84 0.94
O: -2.01 1.29 2.49
O: 1.71 -1.22 0.34
C: 3.59 -2.19 -4.65
C: -3.14 -0.35 4.27
C: 2.36 -4.80 -1.41
C: -3.00 0.51 -1.91
C: 0.55 -1.99 3.28
C: 1.55 2.53 2.55
C: 0.92 3.34 -0.11
C: 0.84 -3.06 -0.81
C: 1.07 -4.29 -1.35
C: -2.06 2.22 5.11
C: 1.92 -2.36 -0.20
C: -3.05 2.76 -0.30
C: 2.73 1.32 0.35
C: -0.51 -2.84 2.87
C: -1.78 2.80 -2.71
C: 2.12 0.37 -4.16
C: 0.76 -2.18 -4.41
C: -4.46 2.09 3.49
C: 3.25 -2.89 -0.24
C: 3.45 -4.09 -0.88
H: 2.89 0.30 0.71
H: -1.59 2.21 -3.61
H: -0.97 3.53 -2.58
H: -2.70 2.29 6.00
H: 3.07 0.75 -4.56
H: -3.96 -0.75 3.67
H: 0.03 -1.39 -4.59
H: 1.20 3.12 -1.15
H: -1.82 3.24 4.80
H: -4.90 2.38 4.45
H: 3.29 -3.10 -5.20
H: -3.57 0.95 -2.73
H: -1.60 -2.66 3.00
H: 0.81 3.27 2.86
H: 0.49 -1.17 4.05
H: -3.68 0.19 -1.11
H: 1.84 0.91 -3.24
H: 0.98 -2.70 -5.35
H: -1.14 1.72 5.41
H: -4.39 2.99 2.87
H: 1.58 -2.37 3.25
H: -3.40 -0.35 5.33
H: -2.24 -0.97 4.12
H: 2.22 -1.43 -2.37
H: -0.12 -2.52 -0.78
H: -0.10 3.73 -0.10
H: -5.14 1.38 3.01
H: -3.76 2.07 0.19
H: 4.03 -2.26 0.19
H: 2.71 1.29 -0.75
H: 3.98 -1.48 -5.38
H: -2.73 3.34 -2.84
H: 2.53 3.00 2.45
H: -2.43 -0.35 -2.27
H: -3.58 3.44 -0.99
H: 4.46 -4.48 -1.02
H: 0.20 -4.80 -1.76
H: 0.36 -2.89 -3.68
H: 1.59 4.12 0.26
H: -0.34 -3.87 2.55
H: -2.52 3.33 0.48
H: 4.42 -2.45 -3.98
H: 1.61 1.74 3.30
H: 1.30 0.50 -4.88
H: 3.55 1.97 0.71
H: 2.53 -5.77 -1.86

Results
LUMO level (spin up / spin down) = -11.510 / -11.509 eV
Strongest force on any atom = 4.46 eV/A
Calculated total energy = -67882.3001 eV
Frontier orbital gap (spin up / spin down) = 0.136 / 0.136 Ha
Net charge = +3
2S+1 = 1
Energy above the lowest of the compared OMol25 structures with the same formula, charge and spin = 1.108 eV

Löwdin population analysis, charges in e, atoms 1 to 6: 1.0657, 0.9330, 0.7683, 0.5862, 0.8132, -0.4882

Entry from the OMol25 dataset: a structure of composition C20H36As3N3NiS (ωB97M-V/def2-TZVPD).

Geometry (Å):
As: -1.52 0.49 -1.51
As: 0.83 0.79 0.83
As: 3.66 0.20 -2.41
Ni: -0.88 -0.70 0.35
S: -2.87 -1.70 0.28
N: -0.23 -2.08 1.58
N: -4.21 -1.40 2.62
N: -2.15 -1.97 2.92
C: 2.54 0.09 1.41
C: -3.08 -1.68 1.98
C: -5.47 -1.05 1.98
C: 1.09 1.97 -1.90
C: 1.42 -3.78 1.92
C: 1.70 0.63 -2.33
C: -2.73 -1.87 4.18
C: -4.01 -1.52 3.99
C: 4.02 0.81 -4.23
C: 0.24 1.74 2.40
C: 1.66 3.14 -2.69
C: -0.90 -2.56 2.63
C: 0.73 -4.24 3.03
C: 0.91 -2.70 1.23
C: -0.43 1.96 -2.19
C: -1.65 -0.78 -2.96
C: -0.46 -3.63 3.38
C: 4.61 1.65 -1.48
C: 1.31 2.23 -0.40
C: -3.26 1.32 -1.47
H: 4.51 1.57 -0.40
H: -0.89 2.87 -1.80
H: -4.80 -1.33 4.70
H: -3.32 2.03 -0.65
H: 3.04 -0.44 0.61
H: -1.93 -0.25 -3.87
H: 1.10 -5.08 3.60
H: 3.44 0.21 -4.93
H: -0.71 2.25 2.20
H: -5.32 -0.20 1.32
H: 2.73 3.27 -2.51
H: -3.42 1.84 -2.41
H: 5.08 0.64 -4.43
H: 1.42 -2.30 0.36
H: -6.19 -0.78 2.75
H: -2.42 -1.51 -2.72
H: -1.06 -4.01 4.20
H: 1.16 4.08 -2.42
H: 3.80 1.86 -4.37
H: 2.40 -0.57 2.27
H: -5.85 -1.89 1.41
H: 3.15 0.94 1.72
H: 1.38 0.41 -3.36
H: 0.10 1.04 3.23
H: 4.34 2.65 -1.81
H: 1.27 -0.18 -1.72
H: -2.17 -2.03 5.09
H: 2.34 -4.23 1.60
H: -0.70 -1.29 -3.11
H: -4.03 0.56 -1.34
H: -0.60 1.95 -3.27
H: 2.36 2.45 -0.20
H: 0.74 3.11 -0.08
H: 0.99 2.48 2.68
H: 1.52 2.99 -3.76
H: 5.66 1.49 -1.71

Results
LUMO level (spin up / spin down) = -6.034 / -6.031 eV
Strongest force on any atom = 0.17 eV/A
Calculated total energy = -260176.0966 eV
Frontier orbital gap (spin up / spin down) = 0.266 / 0.266 Ha
Net charge = +2
2S+1 = 1
Energy above the lowest of the compared OMol25 structures with the same formula, charge and spin = 0.000 eV

Löwdin population analysis, charges in e, atoms 1 to 6: 1.0877, 1.1488, 1.1263, -0.1614, 0.7817, 0.0075